{"formula": "C3H3ClOS", "method": "the ωB97M-V functional and the def2-TZVPD basis", "smiles": "S=CO/C=C/Cl", "fmax_ev_per_a": 4.512, "molar_mass_g_mol": 122.58, "relative_energy_kj_mol": 159.9, "symbols": ["Cl", "H", "H", "C", "H", "C", "O", "C", "S"], "positions_angstrom": [[1.25820, 0.27277, -2.59967], [0.75244, -0.28863, -0.04978], [-2.21493, 0.09638, 2.33543], [-0.28149, 0.14808, -1.72944], [-1.15661, 0.12160, -2.39018], [-0.20063, -0.21764, -0.41860], [-1.39729, -0.30028, 0.40337], [-1.21220, -0.04877, 1.75888], [0.16088, -0.09089, 2.71293]], "forces_ev_per_a": [[-0.885, -0.005, 0.393], [1.791, -0.373, 1.806], [1.592, -0.277, -1.730], [0.205, -1.511, 1.220], [0.348, 0.435, 0.582], [-3.460, 1.417, -2.527], [2.283, 0.753, 0.857], [-0.160, -0.625, 1.241], [-1.715, 0.185, -1.842]], "nbo_charge": [-0.016, 0.213, 0.214, -0.230, 0.233, 0.084, -0.484, 0.045, -0.061]}

***

{"formula": "C20H43MoN2P3Se", "method": "the ωB97M-V functional and the def2-TZVPD basis", "fmax_ev_per_a": 3.358, "molar_mass_g_mol": 579.40, "e_tot_ha": -4389.4702, "s2": 2.061, "multiplicity": 3, "total_charge": 4, "symbols": ["H", "H", "C", "H", "C", "C", "C", "H", "H", "C", "N", "P", "H", "H", "H", "H", "H", "H", "H", "H", "H", "H", "C", "H", "H", "P", "C", "H", "H", "H", "C", "H", "P", "H", "H", "Mo", "C", "H", "H", "C", "C", "Se", "H", "H", "H", "H", "H", "H", "H", "H", "C", "C", "C", "C", "N", "H", "C", "H", "H", "C", "C", "H", "H", "H", "C", "H", "H", "C", "H", "H"], "positions_angstrom": [[-1.00240, 4.07101, 1.35147], [1.23173, -2.68725, 0.55620], [4.05886, -3.11684, 1.06916], [0.02648, 3.60849, -2.63201], [-0.62351, 0.86176, -3.84886], [-3.09464, -1.15936, -2.02367], [6.19720, -4.23678, 1.27495], [-0.71361, 1.95344, -3.85850], [7.27091, -4.19591, 1.47822], [-0.23238, 3.97104, -1.63199], [-1.70084, 1.81322, 3.79127], [-2.16431, -1.04843, -0.44322], [-3.94135, 0.14613, 0.71012], [-3.81440, 1.57219, 3.63923], [-3.53446, -0.18106, -2.27130], [6.18049, -6.36835, 0.92875], [-2.44079, -1.47159, -2.85102], [-0.13817, 0.54426, -4.78491], [2.79987, 0.71472, -2.17296], [-1.49020, 3.84466, 4.41300], [-2.98443, 0.36045, 4.66931], [2.21145, -0.62390, -0.22738], [-1.25287, 1.27692, 2.71472], [-3.21484, 3.77569, -1.84202], [3.45466, -2.21074, 1.13497], [-1.30077, 2.80372, -0.71713], [-0.95924, 2.88514, 4.50677], [-2.14467, 4.87358, 0.24845], [-3.61281, 2.17527, -1.16552], [1.95096, 2.17186, -2.74329], [5.41851, -3.06998, 1.33667], [0.69201, 4.14063, -1.06307], [0.41496, 0.29344, -2.45212], [-0.21072, -2.01544, -2.97279], [1.46228, -0.56447, 1.45610], [-0.36727, 0.57301, -0.24879], [-2.84568, 2.75010, -1.70066], [-4.28005, -1.61456, 0.63704], [-0.81702, -3.02251, -0.88464], [-1.60958, -2.76209, -0.16664], [0.72768, -1.45439, -2.87323], [1.59617, -4.11148, 0.12674], [-3.18938, 2.04018, 5.23818], [-2.69019, 2.29692, -2.68338], [1.44964, 1.91969, 1.41907], [2.13921, 1.95671, -0.27492], [1.34001, -1.94459, -2.10467], [5.88207, -2.11585, 1.59422], [0.05051, 2.98326, 4.07901], [-2.43485, -3.48343, -0.26856], [3.43799, -4.30256, 0.67653], [5.57526, -5.45945, 0.95247], [-1.82983, 3.89652, 0.64676], [-3.00624, 1.41505, 4.36676], [-0.97356, 0.84473, 1.64721], [2.27991, 0.82902, -3.88134], [1.59033, 1.38510, 0.47417], [-1.63126, 0.43058, -3.80989], [-3.90397, -1.89556, -1.91260], [-3.49941, -0.85757, 0.79230], [4.19936, -5.50192, 0.66147], [-2.68266, 3.46996, 1.19808], [-0.76276, 4.93040, -1.73000], [-3.08327, -0.98313, 1.80621], [1.61465, -0.05647, 0.49402], [1.26149, -1.47338, -3.83814], [-0.89404, 2.62563, 5.57015], [2.01141, 1.07954, -2.84238], [3.73184, -6.45350, 0.41572], [-1.18549, -2.84152, 0.84616]], "forces_ev_per_a": [[-0.214, -0.035, -0.225], [0.941, -1.073, -0.095], [1.285, 1.406, 0.508], [-0.049, 0.096, 0.189], [-0.279, -0.019, -0.071], [0.218, 0.300, -0.183], [-0.009, -0.254, -0.090], [0.093, -0.230, -0.019], [-0.368, -0.049, -0.045], [0.168, -0.120, -0.005], [0.528, -0.214, -0.512], [-2.916, -1.308, 0.005], [0.049, -0.305, 0.025], [0.282, 0.005, 0.175], [0.069, -0.342, 0.059], [-0.367, 0.196, -0.023], [-0.241, 0.048, 0.260], [-0.124, 0.085, 0.284], [-0.108, 0.054, -0.188], [0.011, -0.418, -0.089], [0.044, 0.318, -0.019], [-0.233, 0.297, 0.026], [-0.895, 0.728, 0.560], [0.222, -0.178, 0.125], [0.389, -0.178, 0.034], [0.167, 2.506, -0.928], [0.642, 0.336, 0.023], [0.154, -0.410, -0.136], [0.088, 0.160, -0.109], [0.009, -0.288, -0.066], [-0.888, 0.763, -0.001], [-0.207, 0.000, -0.141], [0.975, -0.167, -3.209], [0.230, 0.155, -0.063], [-0.342, 0.186, -0.324], [-0.283, -0.953, 1.495], [-0.031, -0.714, -0.023], [0.194, 0.198, -0.012], [-0.353, -0.003, 0.101], [0.824, -0.115, 0.163], [-0.067, -0.308, 0.061], [0.950, -0.551, 0.450], [0.065, -0.049, -0.061], [-0.048, 0.102, 0.130], [0.226, -0.238, -0.303], [-0.258, -0.243, -0.050], [-0.033, 0.118, -0.258], [-0.121, -0.329, -0.036], [-0.394, -0.057, 0.235], [0.119, 0.378, 0.002], [-1.157, 0.339, -0.178], [-1.220, -0.270, -0.288], [0.066, -0.394, 0.974], [-0.643, -0.521, -0.117], [-0.034, 0.163, 1.091], [-0.114, 0.076, 0.340], [0.472, -0.601, 1.516], [0.272, 0.072, -0.055], [0.234, 0.183, 0.033], [0.122, 0.099, 0.263], [0.926, -0.676, -0.088], [0.271, 0.073, -0.187], [0.142, -0.300, -0.010], [-0.192, 0.032, -0.390], [0.769, 2.256, -0.510], [-0.179, -0.063, 0.341], [0.031, -0.056, -0.320], [0.251, 0.207, 0.154], [0.110, 0.169, 0.015], [-0.239, -0.072, -0.206]], "lowdin_spin": [0.000, 0.014, 0.073, 0.000, -0.004, 0.021, 0.230, 0.000, 0.008, 0.002, 0.002, 0.028, 0.000, 0.000, 0.000, -0.001, 0.000, -0.001, 0.000, 0.000, 0.000, -0.005, 0.026, 0.000, 0.000, -0.011, 0.002, -0.001, 0.000, 0.000, 0.047, 0.000, 0.037, 0.000, -0.003, 0.892, 0.000, 0.000, 0.001, -0.003, 0.016, 0.309, 0.000, 0.000, 0.001, 0.010, 0.005, 0.000, 0.000, -0.001, 0.199, 0.032, -0.002, 0.002, -0.002, 0.002, 0.026, 0.000, 0.003, 0.003, 0.077, 0.000, 0.000, 0.000, -0.052, 0.001, 0.000, 0.019, 0.001, 0.001]}

***

{"formula": "C20H28Br12O12", "method": "the ωB97M-V functional and the def2-TZVPD basis", "fmax_ev_per_a": 1.775, "molar_mass_g_mol": 1419.28, "relative_energy_kj_mol": 0.0, "symbols": ["Br", "H", "C", "C", "C", "Br", "C", "H", "O", "Br", "C", "H", "H", "Br", "H", "C", "O", "Br", "C", "H", "H", "C", "C", "C", "H", "H", "H", "H", "H", "H", "C", "H", "H", "O", "H", "O", "O", "O", "C", "H", "Br", "H", "H", "Br", "C", "C", "O", "H", "Br", "Br", "H", "C", "H", "H", "O", "C", "Br", "C", "H", "C", "O", "C", "O", "Br", "H", "H", "Br", "H", "H", "O", "O", "C"], "positions_angstrom": [[21.60962, -11.68030, 13.65787], [25.49314, -17.88864, 25.75050], [26.30503, -16.78441, 23.19867], [21.74970, -14.11704, 19.06545], [21.91318, -15.34179, 19.93752], [17.13525, -16.08742, 16.36141], [24.43280, -17.14853, 22.05877], [17.93217, -11.43279, 23.38671], [21.24380, -14.61008, 15.71160], [24.88854, -11.67279, 24.04491], [18.47819, -11.49013, 22.43807], [20.18248, -16.03473, 13.98002], [23.29200, -12.62826, 18.69465], [19.66275, -11.59516, 18.41266], [26.65212, -15.86548, 22.71898], [25.12207, -16.55199, 24.13063], [18.19714, -14.27156, 12.54846], [18.21523, -15.93054, 19.40191], [21.66069, -14.34041, 16.79627], [20.11553, -14.17809, 11.67552], [19.47199, -9.30830, 19.40129], [23.12606, -12.90673, 13.90447], [19.79286, -15.93426, 12.96622], [20.56383, -16.79079, 11.99962], [17.80381, -12.24647, 20.59665], [16.73976, -13.45489, 23.19210], [22.48958, -15.18978, 20.85186], [23.71464, -17.65504, 25.35196], [22.75220, -13.64001, 14.59916], [21.64335, -16.63040, 11.99713], [17.73215, -14.93153, 17.80842], [18.62110, -14.48054, 17.38957], [25.43818, -15.69429, 24.72493], [25.71807, -17.54089, 22.14070], [20.94352, -15.66952, 20.30784], [20.96529, -14.53784, 17.92568], [23.67281, -17.51553, 21.22477], [16.36311, -15.55581, 12.69191], [20.12651, -13.01123, 22.26264], [23.88458, -14.30772, 18.69429], [23.48265, -11.39589, 21.14920], [20.46114, -17.84091, 12.28728], [18.29371, -10.52210, 21.97128], [24.73709, -12.10452, 14.63518], [24.47376, -12.52816, 22.36546], [23.04268, -13.65967, 18.44780], [19.83416, -11.77806, 22.67924], [23.85649, -13.39790, 22.55363], [16.43965, -13.52857, 18.25498], [26.13510, -13.10076, 21.47335], [16.51712, -14.31066, 21.69030], [16.70484, -13.32392, 22.10899], [19.97242, -13.83920, 13.42199], [20.20939, -16.73628, 10.96931], [18.42902, -16.43273, 12.87987], [17.96269, -12.67629, 21.58234], [23.47138, -13.91546, 12.26072], [24.72909, -17.74782, 24.97997], [24.84151, -18.69529, 24.44367], [17.54412, -15.42013, 12.73244], [21.19511, -13.49871, 22.47199], [19.03374, -9.72916, 18.50853], [19.08347, -13.58118, 21.65365], [19.69701, -8.73937, 16.95086], [15.88230, -12.65742, 21.84326], [21.28474, -13.33372, 19.66032], [17.11394, -9.62333, 18.62990], [27.18859, -17.27600, 23.60400], [22.41312, -16.16350, 19.42111], [24.12526, -16.35926, 23.11315], [22.82497, -13.72481, 17.03556], [19.59804, -14.44260, 12.59757]], "forces_ev_per_a": [[0.913, -0.068, 0.155], [-0.430, 0.390, 0.455], [0.591, -0.051, -0.293], [0.302, -1.403, 1.044], [0.048, -0.341, 0.596], [-0.074, 0.280, 0.404], [0.129, -0.712, 0.231], [0.242, -0.184, 0.103], [-0.014, -0.227, -0.439], [-0.191, -0.134, -0.307], [-1.495, -0.145, 0.514], [-0.279, -0.086, 0.009], [0.030, -0.155, -0.073], [-0.236, 0.765, 0.046], [-0.098, 0.272, 0.443], [1.386, -0.759, -0.592], [-0.295, 0.861, -0.345], [-0.215, 0.201, -0.489], [-0.356, 0.572, 0.368], [-0.394, 0.119, -0.161], [-0.018, 0.095, -0.029], [-0.208, 0.014, -0.417], [-0.589, -0.011, -0.857], [0.691, -0.766, -0.182], [0.265, -0.829, -0.481], [0.054, 0.160, 0.015], [0.103, 0.490, -0.173], [0.074, 0.038, 0.278], [0.119, -0.010, 0.162], [-0.053, 0.427, 0.113], [-0.281, -0.279, -0.163], [0.054, 0.240, 0.385], [-1.180, 0.462, -0.078], [0.109, -0.230, -0.145], [-0.041, -0.088, -0.207], [-0.071, 0.506, -0.010], [-0.135, 0.282, -0.174], [-0.039, 0.087, 0.205], [0.314, 0.065, 0.428], [-0.036, 0.003, 0.043], [0.099, 0.081, 0.404], [-0.168, 0.071, 0.105], [0.594, -0.033, -0.283], [-0.635, -0.108, -0.362], [0.427, 0.101, -0.378], [0.801, 0.703, -0.225], [0.013, 0.900, -0.006], [0.055, -0.035, 0.047], [0.316, -0.537, -0.313], [-0.576, 0.011, 0.317], [0.081, 0.111, -0.342], [0.026, 0.073, 0.069], [0.040, 0.130, -0.235], [-0.148, 0.334, 0.079], [-0.067, 0.097, 0.737], [0.196, 0.785, 0.801], [-0.014, 0.435, 0.426], [1.069, -0.371, -0.112], [-0.432, 0.222, -0.447], [0.350, -0.754, -0.448], [0.034, -0.497, -0.357], [0.261, -0.382, -0.816], [-0.049, -0.178, -0.528], [-0.227, -0.324, 0.670], [-0.172, -0.155, 0.145], [-0.403, 0.074, -0.441], [0.295, -0.059, 0.093], [-0.309, -0.373, 0.077], [-0.180, 0.091, -0.211], [-0.693, 0.847, 0.378], [-0.115, -0.412, -0.276], [0.833, -0.704, 1.047]], "lowdin_charge": [0.606, 0.091, -0.106, -0.347, -0.032, 0.647, -0.575, 0.131, 0.125, 0.591, -0.094, 0.130, 0.073, 0.685, 0.092, -0.299, 0.074, 0.659, -0.568, 0.123, -0.027, -1.550, -0.283, -0.037, 0.056, 0.091, 0.071, 0.092, -0.088, 0.062, -1.547, -0.068, 0.155, 0.064, 0.045, 0.022, 0.167, 0.144, -0.593, 0.139, 0.649, 0.088, 0.125, 0.590, -1.564, -0.100, 0.077, -0.046, 0.567, 0.561, 0.066, -0.029, 0.052, 0.093, 0.050, -0.334, 0.578, -0.013, 0.095, -0.607, 0.123, -1.533, 0.050, 0.570, 0.094, 0.066, 0.585, 0.141, 0.095, 0.064, 0.045, -0.118]}